(1)
This record from OMol25 describes a cluster of 13 separate species, C78H195N13O26 in total. The level of theory is the ωB97M-V functional and the def2-TZVPD basis.

```
! RIJCOSX wB97M-V def2-TZVPD def2/J DEFGRID3
* xyz 0 1
H -3.99 -5.20 2.17
H 2.81 7.72 0.23
H 0.73 -5.29 10.18
H 5.31 4.02 -2.59
H 0.97 7.39 2.06
H -2.02 -1.09 -4.49
N 0.91 6.70 -0.02
N -0.86 -3.11 -7.99
H 5.30 -1.93 -0.45
H 1.70 11.48 -1.30
H 3.64 1.54 8.45
H -0.23 -7.13 8.94
H 1.46 -9.67 10.74
H 2.22 -6.09 10.57
H -4.04 -7.86 7.18
H 1.03 3.33 0.83
H 3.55 5.51 1.44
H -4.37 -5.99 3.72
H 1.60 0.99 7.04
C -1.24 -1.33 4.33
H 2.19 -4.07 6.22
H 7.03 -1.91 3.02
H 4.87 3.03 4.42
H 0.86 9.39 -0.61
C -2.12 -0.37 -5.31
H 3.72 -1.89 2.84
O -0.44 -5.98 1.98
H -1.55 5.20 -1.53
H 3.38 -0.45 -2.48
H -9.68 -1.17 -3.07
C 0.37 5.22 -3.45
C 2.77 1.95 -3.80
C 1.96 -9.31 9.85
N -5.62 1.73 -4.15
H -5.61 -1.65 -7.91
H 0.83 -4.14 -7.48
C 1.28 -1.96 -7.77
O -6.16 5.44 -11.09
N 2.18 -2.63 -2.68
H 2.28 -3.60 -2.95
C 0.97 -6.69 3.75
O 4.21 4.74 -0.93
H -5.59 6.04 -2.27
H -3.76 -4.65 -7.64
H 3.38 -2.97 6.98
H 0.77 0.24 0.33
H -1.56 5.49 -5.90
H -0.43 -2.96 -3.04
H 3.34 -4.14 9.09
H -2.66 -5.76 3.22
C 4.66 -4.55 5.50
C -6.18 5.32 -4.17
N 2.20 1.77 0.03
C 3.17 0.72 10.93
C -9.82 -0.53 -3.94
H 0.53 3.24 -8.00
H 1.77 -0.76 7.40
H 2.43 3.92 2.78
N 1.95 -5.53 8.50
C -1.04 4.27 2.84
H 5.54 6.07 -0.11
C 4.08 -9.16 -1.69
C -0.20 2.57 -0.59
H 2.30 -2.10 -7.48
H 3.47 1.80 10.99
C -3.02 5.72 -7.39
C -4.42 5.81 -9.42
N -0.02 -6.40 4.77
O -0.94 4.60 -7.63
H 1.17 -1.55 -4.31
C -5.20 6.09 -3.34
H -1.47 5.93 0.91
H 0.68 5.06 -4.51
H 6.82 -2.71 -0.43
C 2.46 10.88 -1.90
C 2.98 -1.88 12.34
H 0.94 1.16 -6.81
H -0.68 3.54 -0.63
H -7.97 1.14 -3.26
H 1.67 -5.84 1.87
H -1.95 0.22 0.77
H -1.12 -0.01 -5.46
H -3.52 5.48 -4.26
C 6.98 -2.65 2.20
H -6.88 3.57 -11.27
H 6.79 -3.61 2.63
C -3.79 -6.96 6.65
H 2.84 -8.72 10.16
H -2.67 -1.04 1.67
O -0.99 5.46 -3.49
O -3.49 -4.03 3.74
C 2.07 7.49 -0.55
H 0.80 -7.69 3.28
H -0.92 -6.20 4.36
O 1.97 -0.99 12.03
H 1.16 5.73 0.08
C 2.50 -0.32 -3.11
C 3.12 0.57 8.55
H 0.65 -7.59 6.34
H 1.15 -3.10 -0.86
H -0.05 8.26 0.96
C -6.80 4.48 -11.85
C -3.65 -5.32 3.21
H 1.14 1.21 1.67
C -1.81 -0.38 1.66
C 3.34 3.29 2.88
H -1.04 6.79 -1.91
H -1.01 1.28 -3.44
O -2.96 0.66 -4.82
O 0.64 -0.87 -7.17
H -7.82 4.83 -12.05
H 1.72 0.91 4.90
C -0.91 0.03 3.82
C 0.87 -5.70 2.57
H -3.22 -1.21 4.20
H 1.96 -6.67 4.19
H 5.13 -3.58 5.47
H 0.34 -3.11 -6.23
N -3.86 5.62 -3.30
O -3.73 -2.63 -7.84
H -3.93 2.91 -4.54
H -2.90 -4.80 5.61
H -6.47 5.15 -7.51
H 2.86 0.53 13.10
H -2.53 6.60 -7.68
H 5.49 -6.92 -2.22
H -7.02 -0.28 -3.13
H -3.56 -6.18 7.40
O 2.74 9.63 -1.28
H 0.88 -4.69 2.90
C 1.46 -6.02 9.77
H 1.76 -0.97 5.08
H 3.72 4.62 -2.88
H 7.88 -2.48 1.65
C -6.78 5.03 -6.45
O 1.14 -8.54 9.04
H -0.97 -0.97 1.37
O -0.13 5.22 2.34
C 2.49 -4.23 8.42
H -3.84 6.71 -9.86
O 3.19 -0.04 6.17
C -7.57 0.37 -3.86
C 5.83 -2.71 0.06
H 3.29 -1.77 13.38
H -3.82 -2.62 6.03
O -2.65 -7.23 5.85
C -5.19 -2.62 -8.16
C 3.95 3.64 4.23
C 2.33 0.36 12.16
H -6.09 0.00 -5.37
C -6.60 0.87 -4.87
H -10.29 0.39 -3.72
C 5.15 -4.05 -0.15
H -7.71 5.59 -6.23
H -1.61 -5.42 0.51
H -1.51 -5.07 -7.73
H 3.01 -0.15 4.14
O -0.05 2.11 -1.93
C -2.77 -2.68 5.57
H 0.67 4.32 -2.96
H 0.61 3.90 -6.37
H -1.33 -6.25 7.15
H -1.62 -4.19 4.58
H 1.29 -1.84 -8.85
O -1.23 -2.18 -1.23
C -0.25 -7.46 5.74
C -3.16 -3.87 -8.10
H -0.48 -1.54 5.12
H 0.05 -4.85 0.28
H 2.56 6.80 -1.23
C 1.44 0.33 -7.30
C -2.58 -2.12 -1.82
H -2.99 1.97 -6.43
O 3.60 -7.82 -1.76
H -7.16 5.80 -4.01
H 3.03 -5.42 -1.23
C 1.58 8.81 -1.18
H -7.05 1.51 -5.65
H -2.82 4.62 -9.03
H 1.75 -0.31 9.85
H -7.02 3.96 -6.39
C 0.62 -7.33 9.61
C -1.60 5.95 -2.29
H -6.36 4.21 -12.81
H -5.16 1.07 -3.54
H -0.23 -1.21 -2.79
H -5.21 3.94 -10.00
H -2.39 3.94 -6.29
N -3.60 5.03 -8.55
H 3.91 -4.66 4.65
H 2.58 -6.13 8.03
H 3.82 3.08 0.96
H -2.47 -0.84 -6.22
H 5.97 4.34 -0.01
H -0.41 -8.45 5.28
H 4.87 -9.35 -2.39
H -5.16 2.96 -5.86
H 1.74 -3.47 8.59
H 1.51 -1.45 -1.09
C 1.21 2.86 -0.13
C -1.26 1.83 -2.58
C 2.37 -0.08 5.03
N 4.97 -4.38 -1.51
H 3.00 2.25 2.84
H -1.15 -2.12 3.56
H 0.14 0.10 3.58
H -5.64 -3.48 -7.60
N -2.57 -1.43 4.95
H 4.20 4.74 4.35
H 4.10 0.11 10.96
C 4.59 4.83 -2.27
H -0.61 3.31 2.97
C -0.11 3.57 -7.12
C 3.99 -5.43 -1.83
H 4.90 -6.92 -0.53
C -4.65 2.32 -5.10
H 2.45 3.83 7.10
H -2.10 -2.79 6.44
H -1.76 2.74 -2.87
O -8.58 -0.40 -4.56
H 1.56 0.53 -8.34
H -10.48 -1.08 -4.61
C 2.62 -0.28 1.20
C -0.80 6.31 1.68
C -3.68 1.36 -5.80
H 3.19 -3.09 1.59
H -0.99 -3.96 1.38
H 4.50 -9.35 -0.73
C 2.98 -3.98 6.97
H -1.16 0.75 4.64
H 3.59 2.29 -3.20
H 5.22 5.72 -2.37
C 2.11 -1.66 -3.73
H 2.36 -2.90 3.18
H 3.80 4.75 6.64
H 3.15 -0.57 0.30
H 3.92 2.90 6.83
H -3.34 6.79 -1.66
C 4.59 -6.84 -1.55
H -1.37 6.92 2.40
H 1.66 -0.01 -2.52
H -2.78 -1.15 -2.27
H -1.23 -2.15 -7.89
H 1.39 0.95 12.22
H 5.14 5.41 2.18
H 4.18 -4.01 0.36
O -1.81 0.42 2.80
H -3.81 6.10 -6.75
O 4.00 -4.91 6.67
C -2.65 -4.01 4.86
C -0.78 -4.98 0.98
C 3.36 3.75 6.52
H 4.60 -3.58 -2.01
H 2.06 10.63 -2.89
C -1.82 -4.01 -7.47
H 3.83 -1.63 11.70
H -4.55 -6.57 5.98
C 2.88 -2.37 2.36
H 5.43 -5.28 5.33
C -1.40 -7.23 6.63
H -5.23 7.13 -3.70
H 2.90 -1.91 -4.50
C -0.24 -2.16 -2.25
H 2.79 2.51 -4.71
H 2.45 0.22 -6.87
H -1.43 4.58 3.82
C -1.96 4.86 -6.70
H 3.70 -5.43 -2.89
O 1.99 -1.40 1.80
H -2.67 -2.95 -2.55
H 3.93 -0.22 8.61
C -2.94 6.47 -2.63
H 0.28 -7.46 10.60
H 3.27 11.55 -1.90
H -1.92 4.14 2.15
H 3.28 -9.81 -2.00
H -0.74 2.71 -6.76
C 0.44 -3.15 -7.33
H -2.74 7.39 -3.13
H 2.40 -10.07 9.19
H -5.32 -2.80 -9.24
H 0.90 6.12 -3.13
H 1.90 2.16 -3.20
H -1.89 1.26 -1.92
H -4.22 4.61 -11.27
H -0.80 1.90 0.04
N 4.26 3.50 1.76
H -3.35 -2.23 -1.03
C 5.17 5.05 0.06
H 5.69 -4.83 0.43
C 1.17 -2.35 -1.63
H -1.90 -3.90 -6.37
H -5.21 6.33 -8.89
O 5.87 -2.29 1.41
C 0.32 7.24 1.19
H -3.09 -4.03 -9.19
O 2.74 0.58 -4.12
H 2.28 1.36 -0.88
C 4.48 4.93 1.46
H -4.12 0.60 -6.44
H -1.48 -8.03 7.40
H 2.59 -2.90 12.12
O -5.75 5.44 -5.59
C -4.95 4.93 -10.52
C 2.29 0.20 7.29
O 2.92 3.44 5.18
N 2.30 0.54 9.76
H -6.17 4.29 -3.89
H 3.38 0.15 1.87
H 1.65 3.56 -0.85
C 1.61 0.74 0.85
H 1.19 8.63 -2.17
*
```

## Properties
E_tot, eV: -156634.37237
Energy above the lowest of the compared OMol25 structures with the same formula, charge and spin, kcal per mole: 27.7
Gap between HOMO and LUMO, eV: 9.02

(2)
This record from OMol25 describes an isolated molecule of C3H3Br2P. The level of theory is the ωB97M-V functional and the def2-TZVPD basis.

```
! RIJCOSX wB97M-V def2-TZVPD def2/J DEFGRID3
* xyz 0 1
P 3.60 0.16 -1.14
Br 4.30 -1.56 0.29
C -0.52 -0.09 0.58
C 1.64 -0.24 -0.97
C 0.66 -0.17 -0.04
Br 4.20 1.87 0.21
H -1.11 0.69 0.36
H 1.39 -0.65 -1.99
H -0.88 -0.63 1.46
*
```

## Properties
E_tot, eV: -152531.68843
Energy above the lowest of the compared OMol25 structures with the same formula, charge and spin, kcal per mole: 16.8
Gap between HOMO and LUMO, eV: 9.03
SMILES: C=C=CP(Br)Br

(3)
This record from OMol25 describes the ion C6H13N4O2S with charge +1. The level of theory is the ωB97M-V functional and the def2-TZVPD basis.

```
! RIJCOSX wB97M-V def2-TZVPD def2/J DEFGRID3
* xyz 1 1
N 2.08 1.08 -1.52
N 0.69 -0.64 1.07
H 3.41 2.57 -2.29
O -1.42 -0.06 -1.63
C -3.75 0.03 1.39
H -4.63 -0.38 1.70
N 0.46 -0.48 -0.30
H -3.30 0.48 2.18
H -0.54 -1.87 3.43
H -4.01 0.74 0.50
H -0.10 -0.07 3.67
C 3.37 1.47 -2.10
H -1.85 -0.68 3.21
H 1.38 1.36 -2.16
N -1.47 -0.57 0.70
C -0.47 -0.77 1.63
H 1.99 1.67 -0.68
S 1.16 -1.39 -2.73
O -2.82 -0.97 0.96
H 2.29 -1.13 -0.88
H 3.63 0.92 -3.03
C -0.76 -0.83 3.13
C -0.96 -0.36 -0.52
C 1.49 -0.61 -1.19
H -0.11 -0.77 -3.03
H 4.23 1.25 -1.48
*
```

## Properties
E_tot, eV: -27313.26888
Energy above the lowest of the compared OMol25 structures with the same formula, charge and spin, kcal per mole: 52.2
Gap between HOMO and LUMO, eV: 10.02
SMILES: C[NH2+][C@H](S)n1nc(C)n(OC)c1=O

(4)
This record from OMol25 describes a structure of composition C11H32O11S3. The level of theory is the ωB97M-V functional and the def2-TZVPD basis.

```
! RIJCOSX wB97M-V def2-TZVPD def2/J DEFGRID3
* xyz 0 1
C -3.59 0.04 0.17
H 1.84 -0.64 -1.68
S 0.08 2.38 2.14
O 0.57 0.92 -0.58
C -0.45 -0.76 -3.63
C 2.25 2.10 -1.50
H -0.08 -0.94 -4.64
C 2.71 2.64 2.54
O 1.33 1.50 -2.35
H 0.75 0.97 -1.80
H -2.35 -0.76 -2.65
C -2.02 -0.69 -3.69
H -1.06 1.20 3.88
H -3.73 0.20 -0.90
H 0.01 0.15 -3.27
O 2.11 -2.34 -4.05
H -1.88 -1.26 -0.24
O -0.98 3.31 1.94
H -2.44 -4.10 1.96
H 3.52 3.42 0.58
H -0.42 -0.85 -0.89
C 2.02 -1.69 -1.46
H 3.39 3.27 3.12
H -1.10 -4.25 3.06
O 1.50 3.32 2.41
O -0.25 -2.37 0.99
H -2.57 -3.42 3.65
H -3.06 0.86 0.65
H -1.06 0.53 -1.81
H 1.63 2.61 -0.76
C -1.93 -3.60 2.79
O -0.56 -1.36 3.37
H 2.72 2.89 -2.08
H 0.56 0.97 0.38
H 2.78 1.81 0.50
H -2.45 -1.55 -4.19
O -2.49 -1.24 1.73
O 0.43 1.32 1.23
C -0.06 1.65 3.84
H -2.43 0.23 -4.11
S 1.35 -2.62 -2.84
H -4.57 -0.02 0.65
H 1.36 -2.03 -0.67
H -0.16 2.47 4.56
O 1.17 -4.02 -2.47
O -0.15 -1.91 -2.81
C -0.61 0.22 -0.86
C -2.79 -1.22 0.35
H 3.00 1.43 -1.08
H 4.26 1.97 1.36
S -1.09 -2.06 2.17
C 3.34 2.50 1.13
H 0.73 0.94 4.08
H 3.05 -2.05 -1.35
H 2.64 1.67 3.04
H -1.36 0.39 -0.08
H -3.40 -2.10 0.15
*
```

## Properties
E_tot, eV: -66943.25102
Energy above the lowest of the compared OMol25 structures with the same formula, charge and spin, kcal per mole: 150.5
Gap between HOMO and LUMO, eV: 9.07

(5)
This record from OMol25 describes a structure of composition C3H2CuLiO3. The level of theory is the ωB97M-V functional and the def2-TZVPD basis.

```
! RIJCOSX wB97M-V def2-TZVPD def2/J DEFGRID3
* xyz 1 2
H 0.33 -2.32 -1.25
Li 3.27 1.42 -0.05
H -1.76 0.35 -1.26
O 1.84 0.35 0.45
C 1.43 -0.65 -0.18
O -1.47 0.14 1.29
C 0.85 -1.43 -0.95
Cu 0.41 1.09 2.03
O -2.48 0.74 -0.64
C -2.42 0.31 0.56
*
```

## Properties
E_tot, eV: -54119.94242
<S²>: 0.75
Energy above the lowest of the compared OMol25 structures with the same formula, charge and spin, kcal per mole: 56.7
Gap between HOMO and LUMO (spin up / spin down), eV: 6.96 / 6.86

(6)
This record from OMol25 describes a structure of composition C19H20N6O5SZn. The level of theory is the ωB97M-V functional and the def2-TZVPD basis.

```
! RIJCOSX wB97M-V def2-TZVPD def2/J DEFGRID3
* xyz 0 1
H -4.05 1.46 -2.93
C 3.99 -1.26 0.93
C 0.47 3.17 2.18
H 1.62 -1.56 -4.68
C 0.51 -0.90 2.56
O 0.35 -0.37 -1.93
C -3.97 1.68 -1.87
H 3.34 -1.41 2.99
H 1.39 2.60 0.26
C 3.05 -1.24 1.96
H 1.11 0.74 -3.77
H -3.18 0.47 -7.51
O 5.27 -1.53 1.26
N -2.40 -0.05 -0.74
H 1.11 3.87 2.69
O 0.71 -0.77 3.76
H -1.02 -0.89 -6.95
H -2.19 1.36 2.04
H -3.49 2.66 -1.80
C -1.99 0.63 -5.73
S -0.51 2.69 -2.79
N -1.90 1.50 -4.75
Zn -0.48 -0.19 -0.02
H -4.95 1.69 -1.39
C 1.43 -0.99 -5.59
C 0.60 2.53 1.00
C 0.23 -0.12 -5.39
H 2.31 -0.38 -5.78
H -0.69 3.91 4.45
O 2.33 -0.16 -2.95
C -3.31 0.51 -6.43
H -1.15 2.22 4.70
C -1.25 3.08 4.04
C 2.28 -0.73 -0.63
N -0.72 2.75 2.72
C -1.26 1.88 1.86
H 4.33 -0.99 -1.20
C -0.73 1.62 -4.05
N -0.49 1.72 0.80
O -0.61 -0.93 1.94
H 5.82 -1.52 0.48
H -3.80 -0.42 -6.12
H -3.95 1.35 -6.17
C -0.92 -0.20 -6.12
H 1.28 -1.68 -6.42
C 1.62 -0.39 -1.97
C 1.74 -0.98 1.62
N 0.30 0.79 -4.41
C 3.61 -0.99 -0.39
H -2.30 3.36 3.97
C -3.09 0.71 -1.24
N 1.41 -0.74 0.36
*
```

## Properties
E_tot, eV: -98462.67336
Gap between HOMO and LUMO, eV: 8.01

(7)
This record from OMol25 describes a cluster of 2 separate species, C6H15NSi in total. The level of theory is the ωB97M-V functional and the def2-TZVPD basis.

```
! RIJCOSX wB97M-V def2-TZVPD def2/J DEFGRID3
* xyz 0 1
C -1.63 0.95 1.43
H 2.07 2.00 0.30
C 0.65 -2.53 -1.91
H 0.71 -2.64 -3.90
H -1.43 0.12 1.96
C 1.15 -2.33 0.49
H -1.60 1.75 2.06
C -1.11 2.55 -1.34
H 1.04 -2.73 1.42
N 0.77 -3.16 -3.00
H -2.56 0.73 1.07
C 0.39 -3.06 -0.57
H -0.22 3.09 -1.58
H 2.18 -2.38 0.39
C 1.12 2.04 0.80
H -1.57 1.88 -2.06
Si -0.36 1.18 -0.05
H -1.73 3.06 -0.72
H 0.56 -4.11 -0.63
H 1.24 1.75 1.77
H 0.89 3.05 0.93
H 0.73 -1.41 0.63
H -0.72 -2.92 -0.35
*
```

## Properties
E_tot, eV: -15828.18452
Energy above the lowest of the compared OMol25 structures with the same formula, charge and spin, kcal per mole: 106.3
Gap between HOMO and LUMO (spin up / spin down), eV: 7.56 / 7.16